Record 1
15
Properties=species:S:1:pos:R:3:forces:R:3 method="wB97M-V/def2-TZVPD" smiles="C[C@H](O)C=O.C#C" homo_lumo_gap_ev=10.5733 relative_energy_kcal_mol=84.9 e_homo_ha=-0.3614
C -1.200 -0.478 0.558 1.852 -3.728 -0.670
C -1.192 0.169 -0.800 -0.221 -0.182 -0.289
O -0.898 -0.817 -1.803 -0.234 -0.610 1.538
C 0.004 1.100 -0.776 -2.689 2.060 1.373
O -0.034 2.218 -0.302 0.480 -0.831 -0.583
H -0.121 -0.649 0.921 -1.615 -0.304 -0.852
H -1.570 0.040 1.357 -1.438 1.988 1.543
H -1.783 -1.469 0.518 1.050 1.318 -0.035
H -2.185 0.596 -1.024 0.585 0.409 0.131
H -0.883 -0.321 -2.597 0.032 0.409 -1.559
H 0.856 0.600 -1.128 1.912 -0.531 -0.663
C 2.289 0.328 1.379 0.064 0.628 0.485
C 2.196 -0.866 1.245 0.414 0.921 -0.489
H 2.344 1.419 1.564 -0.106 -1.474 -0.258
H 2.177 -1.869 0.886 -0.085 -0.073 0.328

---

Record 2
15
Properties=species:S:1:pos:R:3:forces:R:3 method="wB97M-V/def2-TZVPD" smiles="CC1=C(C)OCO1" homo_lumo_gap_ev=8.8031 relative_energy_kcal_mol=45.5 e_homo_ha=-0.2858
C -0.105 2.182 0.047 -0.796 1.033 0.472
C -0.160 0.746 0.066 0.174 -2.635 -1.239
C 0.727 -0.266 0.036 -1.686 0.894 0.680
C 2.186 -0.366 -0.012 0.685 -1.303 -1.983
O 0.045 -1.483 -0.051 -0.899 0.013 0.297
C -1.340 -1.155 0.150 -1.168 0.156 -0.357
O -1.459 0.235 -0.249 0.757 -1.169 1.323
H 0.930 2.545 -0.094 -0.731 0.075 -0.306
H -0.896 2.441 -0.736 1.418 0.464 0.996
H -0.442 2.494 1.069 0.064 0.382 -0.949
H 2.543 -1.058 0.788 -0.007 0.356 -0.939
H 2.392 -0.771 -1.134 0.006 0.547 2.738
H 2.709 0.583 0.067 -0.205 0.104 0.086
H -2.009 -1.795 -0.494 0.979 0.709 0.305
H -1.769 -1.301 1.217 1.408 0.374 -1.124

---

Record 3
15
Properties=species:S:1:pos:R:3:forces:R:3 method="wB97M-V/def2-TZVPD" homo_lumo_gap_ev="7.2186 / 7.2091" relative_energy_kcal_mol=111.3 e_homo_ha="-0.3019 / -0.3018"
C 2.039 0.730 0.622 -0.044 -0.103 -0.018
C 0.610 0.819 1.019 0.213 -0.029 0.141
C -1.075 0.544 -0.804 -0.094 -0.043 -0.219
C -0.855 -0.766 -0.446 0.067 0.099 0.114
O 0.159 -1.164 0.209 -0.112 0.246 -0.045
C -1.842 -1.853 -0.804 -0.423 0.022 -0.079
O -3.016 -1.664 -1.015 0.522 -0.101 0.094
H 2.462 -0.252 0.832 -0.083 0.144 -0.033
H 2.593 1.499 1.182 -0.090 -0.031 -0.059
H 2.176 0.954 -0.440 -0.029 0.005 0.146
H 0.145 1.793 0.916 0.033 -0.194 -0.089
H 0.260 0.245 1.867 0.035 0.061 -0.150
H -2.043 0.854 -1.183 0.066 -0.036 0.087
H -0.224 1.124 -1.146 0.024 -0.090 0.148
H -1.388 -2.864 -0.808 -0.083 0.048 -0.040

---

Record 4
16
Properties=species:S:1:pos:R:3:forces:R:3 method="wB97M-V/def2-TZVPD" homo_lumo_gap_ev=8.7173 relative_energy_kcal_mol=115.7 e_homo_ha=-0.3456
C -0.865 0.407 0.919 1.448 -0.083 0.112
C 0.557 0.085 0.422 1.922 -0.426 1.083
C -1.198 1.659 0.025 4.065 -0.406 0.700
C 0.878 1.347 -0.404 -2.429 1.351 -0.913
C 0.638 -1.113 -0.515 -0.201 -0.559 3.224
O 0.424 3.197 1.584 0.389 -0.461 0.336
O 0.258 3.912 -0.796 -0.063 -2.053 1.426
S 0.237 2.842 0.217 -2.027 0.234 -2.268
H -1.455 -0.519 0.972 -0.436 0.688 -0.651
H -0.682 0.672 1.933 -0.681 0.750 1.021
H 1.356 -0.142 1.229 -1.311 0.902 -0.883
H -1.679 1.524 -0.915 -0.549 0.345 -0.567
H 1.020 1.412 -1.543 0.171 -0.346 1.959
H 1.351 -0.830 -1.183 1.991 -0.054 -2.339
H -0.320 -1.106 -0.899 -1.809 -0.888 -1.630
H 0.910 -2.070 0.014 -0.480 1.007 -0.613